No. 1
A structure of composition C20H36Cl2F3LiN3O4PS3Sb. Source: OMol25; level of theory: the ωB97M-V functional and the def2-TZVPD basis.

LUMO level (alpha / beta): 4.14 / 4.13 eV
⟨S²⟩: 0.7612
HOMO-LUMO gap (alpha / beta): 3.4 / 6.5 eV
Energy relative to the best compared isomer or geometry (same formula, charge and spin): 29.65 kJ/mol
Charge: -2
2S+1: 2

Each line ends with the Löwdin spin population.
Element x y z (Å)
Li 0.2901 0.1575 -0.0194  0.00
C 3.4858 -5.6735 1.9687  0.00
C 2.5552 -4.9289 1.0333  0.00
O 2.5484 -3.5668 1.4371  0.00
P 1.6599 -2.4533 0.6042  0.00
S 1.7805 -0.8334 1.7343  0.00
S -0.0319 -3.2362 0.0228  0.00
O 2.5255 -2.2720 -0.7533  0.00
C 3.7872 -1.5876 -0.7920  0.00
C 4.9386 -2.5282 -0.4794  0.00
H 3.4810 -6.7432 1.7318  0.00
H 3.1602 -5.5420 3.0043  0.00
H 4.5090 -5.2989 1.8813  0.00
H 1.5437 -5.3352 1.0741  0.00
H 2.8991 -5.0166 -0.0039  0.00
H 3.7692 -0.7521 -0.0928  0.00
H 3.8631 -1.1822 -1.7956  0.00
H 4.8998 -2.8542 0.5623  0.00
H 5.8909 -2.0160 -0.6540  0.00
H 4.8942 -3.4121 -1.1232  0.00
C 0.7630 4.5546 1.5420  0.00
N -0.1986 4.5247 2.6392  0.00
C 0.3591 5.0594 3.8793  0.00
C -0.9884 3.3878 2.7321  0.00
S -0.8547 2.1005 1.7382  0.01
N -1.9406 3.4627 3.7411  0.00
C -2.7402 2.2623 3.9762  0.00
C -2.7601 4.6739 3.7752  0.00
H 1.1454 5.5738 1.4491  0.00
H 0.2907 4.2564 0.6112  0.00
H 1.5963 3.8689 1.7146  0.00
H 1.3095 4.5630 4.1142  0.00
H -0.3252 4.9028 4.7068  0.00
H 0.5513 6.1295 3.7721  0.00
H -2.0943 1.3976 4.1010  0.00
H -3.4170 2.0472 3.1433  0.00
H -3.3196 2.4232 4.8879  0.00
H -2.1796 5.5384 3.4691  0.00
H -3.1388 4.8388 4.7865  0.00
H -3.6175 4.5722 3.0981  0.00
F -6.9051 0.9034 -0.6753  0.01
C -6.2909 0.0433 0.1788  0.07
F -6.8157 0.3511 1.4359  0.03
F -6.8745 -1.1936 -0.0580  0.03
C -4.8551 0.0746 0.0927  0.24
C -4.0423 -0.7938 0.9036  0.10
C -2.6828 -0.7600 0.7805  0.06
N -1.9994 0.0604 -0.0744  0.25
C -2.7825 0.9009 -0.8250  0.08
C -4.1462 0.9483 -0.7878  0.08
H -4.5019 -1.4767 1.6093  0.01
H -2.0676 -1.4134 1.3952  0.00
H -2.2407 1.5842 -1.4805  0.00
H -4.6799 1.6492 -1.4171  0.00
C -2.2126 -1.5876 -3.5059  0.00
Sb -0.2688 -0.8666 -2.8667  0.00
C -0.1679 0.4628 -4.5849  0.00
C 0.7586 -2.4640 -3.8981  0.00
H -2.1555 -1.9127 -4.5500  0.00
H -2.9470 -0.7837 -3.4059  0.00
H -2.5377 -2.4219 -2.8756  0.00
H -0.5213 -0.0665 -5.4755  0.00
H 0.8614 0.8016 -4.7300  0.00
H -0.8067 1.3343 -4.4093  0.00
H 0.3861 -2.5449 -4.9232  0.00
H 0.5731 -3.3942 -3.3550  0.00
H 1.8331 -2.2652 -3.9010  0.00
Cl 3.8961 3.0267 -0.2110  0.00
C 2.9717 2.8904 -1.7363  0.00
Cl 1.8820 4.2972 -1.9452  0.00
C 2.1809 1.5475 -1.8163  0.00
O 2.5054 0.8504 -2.7916  0.00
O 1.3192 1.3647 -0.9291  0.00
H 3.6892 2.9282 -2.5393  0.00


No. 2
A structure of composition C20H36Cl2N2O3PV in a non-equilibrium geometry. Source: OMol25; level of theory: the ωB97M-V functional and the def2-TZVPD basis.

LUMO level (alpha / beta): 2.23 / 2.23 eV
⟨S²⟩: 3.7955
HOMO-LUMO gap (alpha / beta): 3.1 / 6.3 eV
Charge: -1
2S+1: 4

Each line ends with the Löwdin spin population.
Element x y z (Å)
O -1.3958 -1.8195 1.5507  0.22
C -1.2988 -3.0452 1.3644  0.27
C -2.2672 -4.0256 1.9385  0.09
C -3.1938 -3.6801 2.9414  0.11
H -3.2300 -2.6558 3.2986  0.01
C -4.0574 -4.6551 3.4440  0.01
H -4.7824 -4.3919 4.2121  0.00
C -4.0149 -5.9676 2.9512  0.14
H -4.7075 -6.7136 3.3544  0.01
C -3.1002 -6.3048 1.9379  0.02
H -3.0745 -7.3186 1.5318  0.00
C -2.2466 -5.3373 1.4322  0.08
H -1.5450 -5.5625 0.6254  0.00
H -0.5065 -3.4807 0.7201  0.01
C 1.8975 -2.0876 1.3875  0.00
C 1.8733 -0.9829 0.4235  -0.04
H 2.8492 -2.1482 1.9390  0.00
H 1.7591 -3.0405 0.8537  0.00
H 1.0780 -1.9967 2.1039  0.00
C 2.8902 -0.4329 -0.2361  0.00
C 4.3592 -0.6843 0.0054  0.00
H 2.7172 0.2655 -1.0566  0.00
H 4.5460 -1.6935 0.3937  0.00
H 4.7730 0.0389 0.7262  0.00
H 4.9090 -0.5597 -0.9381  0.00
V -0.1671 -0.0268 0.2922  1.96
Cl -0.2445 0.6396 2.4512  0.02
Cl -0.9132 -1.5258 -1.2598  0.03
C 1.9107 2.6652 1.2768  0.00
O 1.2265 2.2021 0.3319  0.00
N 2.5457 3.8490 1.2030  0.00
C 2.5168 4.6483 -0.0071  0.00
C 3.3051 4.3651 2.3262  0.00
H 2.0212 2.1130 2.2249  0.00
H 1.9509 4.1395 -0.7873  0.00
H 3.5405 4.8270 -0.3524  0.00
H 2.0615 5.6225 0.2029  0.00
H 3.2107 3.6655 3.1641  0.00
H 2.9267 5.3507 2.6318  0.00
H 4.3671 4.4713 2.0630  0.00
H 2.0358 2.0117 -5.0866  0.00
H -0.0385 0.8205 -6.1660  0.00
C 2.1194 1.1433 -4.4205  0.00
C 0.1800 0.0113 -5.4518  0.00
N 0.8120 0.5336 -4.2519  0.00
H 2.5445 1.4554 -3.4645  0.00
C 0.1499 0.5241 -3.0901  0.00
O 0.6178 0.9329 -1.9999  0.00
H -0.7613 -0.4731 -5.1614  0.00
H -0.8700 0.1068 -3.1594  0.00
H 2.7821 0.4140 -4.8987  0.00
H 0.8333 -0.7240 -5.9387  0.00
C -2.6591 1.9650 -1.6122  0.00
P -2.0387 1.4846 0.0123  0.02
C -1.9392 3.0769 0.8911  0.00
C -3.3657 0.5489 0.8247  0.01
H -1.8851 2.5523 -2.1350  0.00
H -3.5698 2.5782 -1.5013  0.00
H -2.8855 1.0639 -2.2011  0.00
H -2.8880 3.6186 0.7827  0.00
H -1.7149 2.8896 1.9455  0.00
H -1.1177 3.6588 0.4559  0.00
H -4.3276 0.8484 0.3972  0.00
H -3.1820 -0.5234 0.6642  0.00
H -3.3214 0.7556 1.8991  0.00